(a)
The following is a DFT calculation (wB97M-V/def2-TZVPD) of an isolated molecule of C5H4N2O2.

For the orbital gap, the calculation gives 9.86 eV. Its multiplicity is 1. The structure (SMILES) is O=C(O)c1cncnc1. As for the LUMO energy: -0.392 eV.

Atoms and positions in Å:
O: -2.12 -1.37 -0.10
C: -1.46 -0.46 -0.51
O: -1.69 -0.01 -1.76
C: -0.27 0.05 0.04
C: 0.58 0.79 -0.76
N: 1.74 1.14 -0.30
C: 2.10 0.73 0.92
N: 1.47 -0.11 1.73
C: 0.28 -0.56 1.21
H: -2.44 -0.49 -2.00
H: 0.41 1.13 -1.75
H: 2.87 1.28 1.40
H: -0.20 -1.38 1.86



(b)
The following is a DFT calculation (wB97M-V/def2-TZVPD) of an isolated molecule of C5H4N2O2.

For the orbital gap, the calculation gives 8.65 eV. Its multiplicity is 1. The structure (SMILES) is [H]/N=C/C=C(\C#[N+][O-])C=O. As for the LUMO energy: -0.699 eV.

Atoms and positions in Å:
H: -1.89 2.75 -0.80
N: -1.45 1.83 -0.70
C: -1.42 1.07 0.29
C: -1.05 -0.35 0.21
C: 0.22 -0.70 0.02
C: 1.27 0.18 -0.01
N: 2.25 0.79 0.08
O: 3.10 1.62 0.14
C: 0.70 -2.08 -0.16
O: 1.85 -2.43 -0.29
H: -1.67 1.37 1.27
H: -1.70 -1.24 0.28
H: -0.22 -2.81 -0.33



(c)
The following is a DFT calculation (wB97M-V/def2-TZVPD) of an isolated molecule of C5H4N2O2.

For the orbital gap, the calculation gives 10.30 eV. Its multiplicity is 1. The structure (SMILES) is O=C(O)c1cncnc1. As for the LUMO energy: -0.446 eV.

Atoms and positions in Å:
O: 2.34 1.17 -0.19
C: 1.77 0.09 -0.04
O: 2.56 -1.01 0.21
C: 0.32 0.01 -0.17
C: -0.54 -1.14 -0.06
N: -1.87 -1.19 -0.16
C: -2.37 0.03 0.03
N: -1.76 1.28 0.19
C: -0.38 1.21 -0.03
H: 3.39 -0.63 0.20
H: -0.04 -2.15 -0.12
H: -3.48 0.09 0.14
H: 0.07 2.25 -0.01



Question: which arrangement is favored energetically? Ranking from most to least stable: (a), (c), (b).



(a)
The following is a DFT calculation (wB97M-V/def2-TZVPD) of an isolated molecule of ClH2NP2.

For the orbital gap, the calculation gives 8.13 eV. Its multiplicity is 1. The structure (SMILES) is [H]/N=P(\Cl)=P\[H]. As for the LUMO energy: -0.660 eV.

Atoms and positions in Å:
H: 0.11 -1.33 1.74
N: -0.05 -1.51 0.71
P: -0.07 -0.08 0.07
Cl: 0.54 1.19 1.53
P: -0.70 0.30 -1.86
H: 0.17 1.42 -2.19



(b)
The following is a DFT calculation (wB97M-V/def2-TZVPD) of a cluster of 2 separate species, ClH2NP2 in total.

For the orbital gap (alpha / beta), the calculation gives 7.26 / 8.24 eV. Its multiplicity is 1. As for the LUMO energy (alpha / beta): -2.242 / -1.881 eV.

Atoms and positions in Å:
N: -0.03 -0.71 0.86
P: 0.22 -0.78 -0.66
P: -0.94 0.99 -1.00
Cl: 1.37 -2.40 1.89
H: 0.40 1.58 -1.49
H: -1.02 1.33 0.41



Question: which arrangement is favored energetically? Ranking from most to least stable: (a), (b).



(a)
The following is a DFT calculation (wB97M-V/def2-TZVPD) of an isolated molecule of C3H3Cl2NO.

For the orbital gap (alpha / beta), the calculation gives 7.04 / 7.04 eV. Its multiplicity is 1. As for the LUMO energy (alpha / beta): -3.399 / -3.398 eV.

Atoms and positions in Å:
C: -0.25 -0.74 -0.90
C: 0.54 0.24 -0.13
C: 1.65 0.61 -1.19
N: 0.02 -1.37 -1.88
O: 2.10 -0.26 -1.88
Cl: 1.11 2.08 -1.96
Cl: 2.94 1.31 0.20
H: -1.29 -0.84 -0.46
H: 0.11 1.17 0.31
H: 0.78 -0.53 0.55



(b)
The following is a DFT calculation (wB97M-V/def2-TZVPD) of an isolated molecule of C3H3Cl2NO.

For the orbital gap, the calculation gives 9.18 eV. Its multiplicity is 1. The structure (SMILES) is C=C(Cl)[C@H](Cl)N=O. As for the LUMO energy: -0.539 eV.

Atoms and positions in Å:
C: 1.26 -1.23 0.20
C: 0.05 -0.76 0.38
Cl: -1.14 -1.59 1.30
C: -0.66 0.61 -0.46
Cl: 0.17 1.35 -1.97
N: -1.10 1.51 0.51
O: -0.92 2.67 0.37
H: 1.59 -2.05 0.74
H: 2.19 -0.59 -0.16
H: -1.44 0.07 -0.91



Question: which arrangement is favored energetically? Ranking from most to least stable: (b), (a).



(a)
The following is a DFT calculation (wB97M-V/def2-TZVPD) of an isolated molecule of C4H10NO2P.

For the orbital gap (alpha / beta), the calculation gives 6.20 / 8.72 eV. Its multiplicity is 1. As for the LUMO energy (alpha / beta): -1.440 / -0.800 eV.

Atoms and positions in Å:
C: 0.52 1.81 0.08
C: -0.94 1.30 0.30
C: 1.43 0.81 -0.73
C: -0.57 -2.37 -0.63
N: -0.88 0.02 1.08
O: -0.32 -2.31 2.11
O: 2.19 0.03 0.07
P: -0.14 -1.48 0.88
H: 0.52 2.76 -0.54
H: 0.95 1.89 1.18
H: -1.49 2.14 0.66
H: -1.27 1.15 -0.74
H: 0.88 0.27 -1.56
H: 2.02 1.53 -1.56
H: 0.24 -2.94 -0.96
H: -1.43 -3.06 -0.39
H: -0.94 -1.69 -1.33
H: -0.75 0.16 2.09



(b)
The following is a DFT calculation (wB97M-V/def2-TZVPD) of an isolated molecule of C4H10NO2P.

For the orbital gap, the calculation gives 9.12 eV. Its multiplicity is 1. The structure (SMILES) is OP1CCCNCO1. As for the LUMO energy: 1.043 eV.

Atoms and positions in Å:
O: 2.79 0.74 -0.58
P: 1.25 1.16 -0.15
C: 0.34 0.43 -1.75
C: -1.06 0.01 -1.30
C: -1.26 -0.85 0.03
N: -1.08 -0.21 1.35
C: 0.15 -0.22 2.06
O: 1.28 0.08 1.16
H: 3.42 0.95 0.11
H: 0.92 -0.57 -1.83
H: 0.44 1.06 -2.64
H: -1.82 0.84 -1.30
H: -1.42 -0.79 -1.93
H: -2.34 -1.07 0.13
H: -0.75 -1.72 0.07
H: -1.28 0.81 1.27
H: 0.00 0.55 2.86
H: 0.43 -1.22 2.45



Question: which arrangement is favored energetically? Ranking from most to least stable: (b), (a).



(a)
The following is a DFT calculation (wB97M-V/def2-TZVPD) of a cluster of 2 separate species, C9H7N in total.

For the orbital gap, the calculation gives 7.83 eV. Its multiplicity is 1. The structure (SMILES) is C=C1C#CC=CC=C1.C#N. As for the LUMO energy: -0.007 eV.

Atoms and positions in Å:
C: 0.36 -0.91 2.56
C: 0.60 -0.67 1.22
C: -0.42 -0.35 0.24
C: -0.69 -0.01 -0.92
C: -0.06 0.39 -2.13
C: 1.32 0.31 -1.92
C: 2.10 0.19 -0.72
C: 1.90 -0.21 0.54
H: -0.74 -1.05 2.85
H: 1.21 -1.16 3.23
H: -0.41 0.38 -3.11
H: 1.85 0.50 -2.81
H: 3.10 0.40 -0.89
H: 2.81 -0.39 1.14
C: -4.26 0.87 0.29
N: -4.33 0.23 -0.64
H: -4.34 1.47 1.06



(b)
The following is a DFT calculation (wB97M-V/def2-TZVPD) of an isolated molecule of C9H7N.

For the orbital gap (alpha / beta), the calculation gives 6.79 / 6.85 eV. Its multiplicity is 1. The structure (SMILES) is Cn1c#cc2ccccc21. As for the LUMO energy (alpha / beta): -1.369 / -1.308 eV.

Atoms and positions in Å:
C: -2.62 -0.19 -0.02
N: -1.60 0.78 -0.05
C: -1.81 2.17 -0.06
C: -0.63 2.70 0.02
C: 0.57 2.04 0.16
C: 1.92 1.95 -0.02
C: 2.52 0.70 -0.11
C: 1.88 -0.52 -0.04
C: 0.48 -0.61 0.07
C: -0.23 0.56 0.10
H: -2.64 -0.51 -1.02
H: -2.53 -1.10 0.50
H: -3.64 0.14 0.18
H: 2.66 2.68 -0.12
H: 3.63 0.81 -0.31
H: 2.34 -1.41 -0.12
H: 0.06 -1.52 0.02



Question: which arrangement is favored energetically? Ranking from most to least stable: (a), (b).



(a)
The following is a DFT calculation (wB97M-V/def2-TZVPD) of an isolated molecule of C3H7NOS.

For the orbital gap (alpha / beta), the calculation gives 5.82 / 6.30 eV. Its multiplicity is 3. As for the LUMO energy (alpha / beta): 0.696 / -2.945 eV.

Atoms and positions in Å:
C: 0.34 1.73 0.84
C: 0.13 -1.74 -0.24
C: 0.71 -0.34 -0.47
N: -0.29 0.67 0.23
O: 1.57 1.83 0.76
S: -1.96 0.45 0.17
H: -0.50 2.28 1.33
H: 0.82 -2.59 -0.35
H: -0.49 -1.56 0.69
H: -0.51 -1.99 -1.12
H: 1.64 -0.26 0.23
H: 0.90 -0.03 -1.44
H: -2.36 1.56 -0.61



(b)
The following is a DFT calculation (wB97M-V/def2-TZVPD) of a structure of composition C3H7NOS.

For the orbital gap (alpha / beta), the calculation gives 5.62 / 6.96 eV. Its multiplicity is 3. As for the LUMO energy (alpha / beta): 0.892 / -2.461 eV.

Atoms and positions in Å:
C: 0.18 0.82 0.03
C: -1.17 1.50 -0.20
C: 0.30 -1.86 -0.06
N: -0.37 -0.52 -0.29
O: -3.02 -0.49 -0.44
S: -1.92 -0.06 0.46
H: 0.90 1.11 -0.77
H: 0.49 1.01 0.99
H: -1.45 2.48 0.18
H: -1.42 1.40 -1.30
H: -0.57 -2.49 -0.12
H: 1.10 -1.92 -0.90
H: 0.72 -2.03 0.94



Question: which arrangement is favored energetically? Ranking from most to least stable: (a), (b).